(1)
This record from OMol25 describes a structure of composition C2H4ClOP at a distorted geometry. The level of theory is wB97M-V/def2-TZVPD.

Properties
2S+1: 3
HOMO energy (alpha / beta) in Eh: -0.2082 / -0.3702
DFT total energy in Ha: -955.1511
LUMO (alpha / beta) in eV: 0.53 / -3.12
⟨S²⟩: 2.013

Cartesian coordinates (Å):
C 0.486 -0.537 0.057
H 0.857 -1.410 -0.500
P 0.988 1.205 -0.492
H 0.285 1.627 0.723
O -1.984 -1.626 -0.566
C -1.483 -0.614 -0.237
H 2.453 1.047 -0.164
H 0.575 -0.600 1.116
Cl -2.177 0.907 0.062


(2)
This record from OMol25 describes a cluster of 14 separate species, C43H123N15O14 in total at a distorted geometry. The level of theory is wB97M-V/def2-TZVPD.

Properties
HOMO energy in Eh: -0.3240
DFT total energy in Ha: -3586.5459
LUMO in eV: 0.19

Cartesian coordinates (Å):
H 2.367 -3.332 0.183
C -3.163 4.124 1.961
H 1.440 -0.118 -3.302
H 3.341 3.854 -4.324
O 2.321 5.134 -0.010
O -1.276 -6.732 3.772
H 7.417 0.296 -4.129
H 0.388 -2.791 4.620
H 4.181 6.198 -3.583
H 0.972 -0.820 7.605
H -3.731 -2.258 -1.831
C 0.376 -1.728 7.696
H 3.469 -2.290 -0.895
H -6.253 5.602 -4.842
C 0.724 -1.643 -6.030
O 1.961 -0.232 4.291
H 0.671 -2.589 -4.120
H -1.038 -3.316 -6.256
H 5.983 -1.351 1.766
H -0.443 1.717 3.784
H 4.551 1.392 4.829
H -1.661 -1.828 4.901
H -1.880 -3.123 1.492
H 1.055 1.384 -2.516
N -4.121 3.513 1.062
H -1.559 -3.998 4.328
C -5.969 6.253 -4.015
H -3.594 3.746 -1.994
O 2.482 -4.442 -2.712
N 5.857 -1.950 -3.230
H 1.604 -1.141 -1.136
C -3.962 5.024 -3.721
N -4.255 -2.958 -1.324
H 3.601 0.860 0.451
H -2.315 -2.256 3.028
C 0.408 -2.840 -5.147
C -2.217 3.006 2.465
N 2.155 -3.987 -0.555
H -4.353 5.683 2.802
H -4.678 4.016 3.488
H -3.384 5.546 -4.484
H 3.127 -1.241 6.191
C -1.362 -1.293 5.802
H -2.592 -8.367 3.587
H 0.568 -1.752 -7.104
H -6.448 0.871 -2.765
H 0.922 -2.456 8.296
C 0.614 0.458 -2.883
H -1.510 -4.422 -0.723
H -1.423 -8.178 2.239
H -1.329 -0.728 1.946
H 3.947 3.931 -1.854
H -0.348 0.601 1.493
N 3.672 -3.037 -1.543
H 4.577 -1.038 -4.440
C -0.084 2.715 3.533
H 0.550 -2.261 1.961
H 7.294 -0.925 -5.201
C 4.765 0.261 -2.923
H -5.666 7.192 -4.479
H -3.319 4.903 3.978
H 4.659 -2.180 3.958
H -0.082 -4.200 1.912
H -4.463 -0.353 -1.966
O 4.067 -1.192 0.872
H -1.614 2.783 -2.795
N 3.682 1.168 4.367
H 6.659 2.422 -6.781
H -3.424 -1.627 -5.431
H 1.154 5.067 -1.773
H 1.150 -1.602 5.265
C -2.257 -3.214 2.511
H -3.490 0.816 0.643
H 0.217 -0.746 -5.675
H -1.387 -0.760 -2.605
C 4.848 -3.157 2.023
H -1.558 0.074 0.318
H 2.096 4.609 -4.016
H -1.755 -1.910 -3.544
N 1.061 -1.656 1.333
H 3.327 1.697 3.584
C 5.206 -1.877 1.211
H -3.271 -3.592 2.379
H 6.470 -4.294 1.534
N 2.675 3.914 -3.567
N -2.201 -1.292 -2.881
H 4.149 -3.806 1.496
C -2.083 5.259 -1.788
H -2.947 -5.724 3.042
C 2.743 -3.835 -1.688
C -3.941 4.720 3.102
H -6.958 6.435 -3.595
H -3.879 -0.931 0.651
H -6.165 2.523 -3.254
C -1.427 -4.208 3.266
H -0.461 -2.038 -0.094
C 3.835 5.961 -2.577
H -5.252 -3.059 -1.197
C 1.238 5.023 0.866
H 3.113 -2.335 3.225
C -1.864 -5.679 2.934
H -5.255 2.086 1.606
H -2.834 2.218 2.897
H -1.778 2.566 1.569
H -1.947 -2.961 -1.528
C 2.948 0.154 4.819
H -2.541 6.220 -1.552
H 3.884 -0.138 -2.420
H 4.767 6.044 -2.017
H 7.396 2.353 -5.071
O -3.984 -4.992 -0.392
O -1.269 3.492 3.410
C 2.001 4.560 -1.311
N -2.236 -3.791 -1.031
C -3.119 -0.459 -3.618
H 0.606 2.619 2.694
H -0.593 -3.244 6.548
H -4.000 -1.238 5.206
O -0.971 -3.064 -5.332
O -5.002 5.761 -3.040
O 6.170 0.781 -5.715
H 5.187 0.465 0.047
C 7.105 1.830 -5.982
N -2.191 3.396 -3.353
C -0.855 -0.270 1.078
C -1.620 -7.971 3.291
C -3.691 -0.704 6.104
H -4.274 0.499 3.032
O -2.531 -1.368 6.576
O -5.800 1.374 1.948
H 1.176 5.742 1.684
H 3.254 6.840 -2.298
H 1.370 -0.921 1.953
C 5.472 -0.724 -3.903
H -0.045 0.642 -3.731
H -4.851 4.211 1.016
H 1.289 -4.504 -0.617
H 6.131 -2.583 -3.968
N -0.052 -3.919 2.881
C -4.881 0.325 2.144
O -4.571 1.313 -3.253
H 0.569 -4.623 3.253
H 6.770 -1.936 -2.799
H 1.961 3.511 -1.019
H -3.237 0.798 -1.785
C -0.272 -2.207 6.453
H -2.858 2.743 -3.739
H -4.561 -0.903 6.729
H -5.429 -0.597 2.338
H 0.220 4.894 0.497
C 3.213 4.588 -2.322
H 1.792 -1.431 -5.971
C -4.277 0.075 0.785
H 5.496 0.598 -2.188
C -5.747 1.702 -2.673
H 0.508 3.064 4.379
C -3.015 4.361 -2.683
H 1.279 0.461 -0.468
H -4.220 -2.285 -4.047
H -3.809 3.489 0.102
C -3.826 0.304 -2.558
H 4.364 -2.751 -2.222
N 3.463 -0.342 5.876
C -3.966 -1.341 -4.529
H -0.476 -1.420 8.302
H -1.011 -0.312 5.482
H 1.019 -3.717 -5.360
H -2.583 4.857 1.400
H 4.179 0.166 6.375
H 4.288 1.117 -3.399
H -4.865 -0.846 -4.896
N 6.055 -3.897 2.365
C -3.550 -3.998 -0.935
N 0.780 -2.510 5.508
C 6.649 -0.175 -4.742
H 4.074 -3.816 3.808
O -0.038 -0.258 -1.845
H 5.695 -2.051 0.253
H -1.708 4.746 -0.902
H -3.616 0.367 5.916
H 7.987 1.384 -6.441
H -2.592 0.244 -4.264
C 4.074 -2.842 3.319
C 4.412 0.203 0.766
H -1.736 -5.775 1.856
H 5.614 -4.708 2.774
C 0.068 -1.192 0.346
H -4.414 4.201 -4.276
H -5.692 2.197 -1.704
H 4.713 0.639 1.718
H -4.997 0.127 -0.031
H 1.341 4.026 1.293
H -1.135 5.381 -2.310
H -0.927 -8.543 3.907
C 0.816 -0.469 -0.797


(3)
This record from OMol25 describes a cluster of 2 separate species, C4H5ClFN in total at a distorted geometry. The level of theory is wB97M-V/def2-TZVPD.

Properties
HOMO energy in Eh: -0.3445
SMILES: N=C=CF.C=CCl
DFT total energy in Ha: -770.1070
LUMO in eV: 0.33

Cartesian coordinates (Å):
H 1.008 2.550 1.588
N 0.884 2.017 0.682
C 1.171 2.493 -0.388
C 1.152 2.785 -1.645
C -1.727 -1.170 -0.497
H -1.700 -1.057 -1.504
C -1.092 -0.397 0.396
H -2.495 -1.993 -0.169
H 0.275 3.285 -2.064
H -0.434 0.423 0.112
F 2.201 2.663 -2.526
Cl -1.325 -0.632 2.194


Energy above the lowest of the compared OMol25 structures with the same formula, charge and spin for every record listed, in sequence, given in kcal per mole: 74.42, 27.65, 55.42.